Record 1
Below is a 3-piece molecular cluster, C2H11N3O2 overall at a distorted geometry, with properties calculated with wB97M-V/def2-TZVPD.

Computed properties:
* maximum force: 0.0935 hartree/bohr
* relative energy (zero: lowest compared OMol25 entry of this formula, charge and spin): 1.511 eV
* total charge: 0
* gap between HOMO and LUMO: 0.3472 Eh

Geometry as XYZ:
```
18
Properties=species:S:1:pos:R:3:forces:R:3
C -1.275903 1.195934 0.637914 -1.85 2.90 -0.39
N -0.838665 0.004932 0.051949 0.88 -1.78 -0.13
C 0.490640 -0.433485 0.205585 -0.97 -0.02 -0.49
N 1.188916 -0.370744 -1.001216 0.61 -0.16 1.07
N 0.953789 -0.821688 1.346563 -4.43 1.54 -1.06
H -1.261405 1.144797 1.744879 -0.40 0.18 -0.65
H -2.335723 1.478806 0.162466 2.05 -0.85 1.59
H -0.661048 2.079607 0.287910 -0.29 -0.66 0.59
H -1.346423 -0.280148 -0.759674 0.34 -0.08 -0.43
H 0.805621 -0.377018 -1.932858 -0.55 0.16 0.31
H 2.041885 -0.863680 -0.908772 0.93 -0.49 -0.44
H 1.885060 -0.976560 1.398199 3.65 -0.67 -0.08
H 2.104052 1.830039 -3.478091 0.78 -0.03 -0.91
H 1.518811 1.830357 -2.103460 -1.22 0.45 -2.64
O 1.248970 1.978249 -3.100442 0.42 -0.48 3.56
H -0.820912 -1.489109 2.270709 -1.64 -0.63 -0.29
H -1.977692 -2.416147 1.609939 0.65 1.21 1.16
O -1.795086 -1.756140 2.333777 1.03 -0.60 -0.75
```
Positions in Å, forces in eV/Å.

Record 2
Below is a 2-piece molecular cluster, H6NOP3 overall at a distorted geometry, with properties calculated with wB97M-V/def2-TZVPD.

Computed properties:
* maximum force: 0.1134 hartree/bohr
* relative energy (zero: lowest compared OMol25 entry of this formula, charge and spin): 0.493 eV
* total charge: 0
* gap between HOMO and LUMO (spin up / spin down): 0.2215 / 0.2215 Eh

Geometry as XYZ:
```
11
Properties=species:S:1:pos:R:3:forces:R:3
N -2.105740 0.683701 0.385490 -2.52 -5.05 1.48
O -1.996095 0.133695 -0.768715 1.79 -0.11 -0.40
P 0.941831 -1.813635 -0.627993 2.35 -0.36 2.88
P 0.564372 1.509767 0.089966 0.33 -0.42 2.41
P 0.635225 0.081864 -1.422856 -2.45 0.42 -2.85
H -2.185073 0.028504 1.260408 0.60 1.68 -2.10
H -1.698748 1.531191 0.463657 1.12 3.59 0.85
H 0.369086 -2.635610 -1.481335 -1.86 -1.09 -1.87
H 2.090744 -1.969227 -1.458530 0.31 0.00 0.47
H 1.759703 2.062552 -0.297988 0.91 0.49 -0.06
H -0.165121 2.320461 -0.729516 -0.58 0.84 -0.81
```
Positions in Å, forces in eV/Å.

Record 3
Below is C38H27F3I2N5O9PbS as an isolated structure at a distorted geometry, with properties calculated with wB97M-V/def2-TZVPD.

Computed properties:
* maximum force: 0.0268 hartree/bohr
* relative energy (zero: lowest compared OMol25 entry of this formula, charge and spin): 1.074 eV
* total charge: -1
* gap between HOMO and LUMO: 0.1898 Eh

Geometry as XYZ:
```
86
Properties=species:S:1:pos:R:3:forces:R:3
Pb -0.144322 0.408810 0.559290 0.30 -0.80 0.35
I 3.427610 -1.401294 7.572195 0.03 -0.03 0.04
C 2.660847 -0.635488 5.788796 0.12 0.08 0.00
C 3.249429 0.482719 5.213919 -0.11 -0.09 -0.03
C 2.708477 0.984104 4.046652 -0.15 0.12 -0.15
I 3.533864 2.684314 3.170312 0.03 0.03 0.04
C 1.568025 0.423167 3.424342 0.25 0.07 -0.15
O 1.039129 1.037440 2.391360 0.06 -0.13 -0.44
C 1.019018 -0.725924 4.026639 -0.10 0.06 0.01
C -0.093818 -1.492944 3.376456 0.06 0.13 0.11
N -1.083041 -0.652492 2.659978 -0.11 -0.44 -0.68
C -1.912115 0.190821 3.495163 -0.05 0.01 0.02
C -1.798564 1.668302 3.201198 0.02 -0.09 -0.02
C -2.364869 2.577542 4.086067 -0.04 0.10 0.08
C -2.254239 3.928178 3.832283 -0.03 0.01 0.04
C -1.545608 4.344921 2.713829 0.03 0.03 0.03
C -1.014993 3.382255 1.884161 0.04 -0.17 0.17
N -1.172042 2.071505 2.114280 -0.06 0.58 -0.69
C 1.565670 -1.233788 5.197398 -0.04 -0.01 0.02
H 4.109626 0.952799 5.668203 0.00 0.02 -0.02
H 0.340886 -2.145012 2.626907 -0.08 -0.09 0.03
H -0.592255 -2.118728 4.123566 -0.12 0.07 0.07
H -1.655730 -1.264162 2.085686 -0.03 -0.08 0.23
H -2.961429 -0.086269 3.391367 -0.03 -0.02 0.00
H -1.645125 0.045015 4.543314 0.02 0.01 0.04
H -2.884910 2.213908 4.963442 0.01 -0.01 -0.01
H -2.700082 4.650074 4.504749 0.02 -0.01 0.00
H -1.397856 5.393140 2.493747 0.00 -0.03 -0.01
H -0.431257 3.651216 1.015517 -0.01 0.01 0.05
H 1.126227 -2.116400 5.647713 -0.03 0.02 -0.02
O -1.607959 -4.213449 -4.936776 -0.38 0.15 0.05
C -2.457037 -3.421703 -4.475472 0.02 0.04 0.00
O -3.651504 -3.195548 -4.752370 0.41 -0.18 -0.09
C -1.902015 -2.530677 -3.349130 -0.10 -0.22 -0.09
C -2.141514 -1.155120 -3.354715 0.09 0.02 0.12
C -1.601910 -0.370695 -2.361768 0.23 -0.35 0.03
N -0.852649 -0.907302 -1.381530 -0.26 1.36 -0.01
C -0.642305 -2.209296 -1.347628 -0.19 -0.39 -0.30
C -1.149529 -3.066668 -2.311741 0.11 0.42 -0.02
C 0.164671 -2.735822 -0.200513 -0.06 0.08 -0.28
O 0.508016 -3.902838 -0.198616 0.06 0.17 0.37
O 0.400613 -1.855735 0.715821 0.45 0.62 0.24
H -2.758438 -0.710989 -4.124682 -0.02 -0.09 0.00
H -1.773108 0.694615 -2.326036 0.00 -0.06 -0.01
H -0.923419 -4.119556 -2.243037 -0.03 -0.02 -0.10
C 2.457247 -4.789601 -3.533855 -0.01 0.03 0.09
C 2.640030 -3.488209 -2.802404 0.11 -0.07 -0.02
C 2.051198 -2.320063 -3.267602 0.00 0.06 -0.05
C 2.170462 -1.132424 -2.559752 0.11 -0.01 0.08
C 2.895107 -1.112570 -1.375747 -0.04 -0.13 -0.13
C 3.515574 -2.266730 -0.905478 -0.03 0.11 -0.02
C 3.383176 -3.440823 -1.621583 -0.01 -0.01 -0.06
S 3.065699 0.365353 -0.424928 0.20 -0.21 0.01
O 3.074958 -0.025232 0.953113 -0.05 -0.13 -0.09
O 4.194430 1.102740 -0.924667 0.03 0.15 -0.03
N 1.683728 1.189857 -0.692451 -0.36 -0.22 0.45
C 1.485201 2.049896 -1.764538 0.09 -0.31 0.18
C 2.396607 2.360632 -2.751684 0.11 0.02 -0.11
C 2.086143 3.275178 -3.777266 0.09 -0.08 0.06
C 0.876685 3.898435 -3.843522 -0.03 0.08 -0.03
C -0.097509 3.587868 -2.873120 -0.09 0.02 -0.01
C -1.385407 4.163900 -2.870643 0.03 0.00 -0.07
C -2.301900 3.796961 -1.929588 -0.01 0.02 0.08
C -1.941559 2.833119 -0.974750 0.06 0.04 -0.07
N -0.738759 2.296238 -0.942975 -0.38 -0.04 0.27
C 0.197559 2.654963 -1.855821 -0.12 0.00 0.15
H 1.978754 -4.641319 -4.500832 -0.03 -0.01 0.04
H 1.823301 -5.454322 -2.941892 0.00 0.01 -0.05
H 3.416950 -5.289026 -3.683670 -0.03 0.00 0.00
H 1.466749 -2.344042 -4.180593 -0.03 -0.02 0.04
H 1.682115 -0.237070 -2.920952 -0.02 -0.04 -0.02
H 4.069082 -2.231436 0.024331 -0.06 -0.04 -0.01
H 3.837798 -4.350604 -1.246045 -0.02 0.02 0.01
H 3.373076 1.903117 -2.717725 -0.02 0.08 -0.08
H 2.838496 3.483474 -4.527528 0.03 -0.01 0.04
H 0.648852 4.616844 -4.620910 -0.02 -0.03 0.01
H -1.633279 4.891793 -3.634678 0.01 -0.01 0.00
H -3.296928 4.218064 -1.906421 -0.01 -0.04 -0.01
H -2.654905 2.470771 -0.246520 0.02 0.02 -0.04
F -5.060880 -1.917009 0.146473 -0.06 -0.04 -0.03
C -4.060396 -1.368302 0.814733 0.11 -0.14 0.07
F -2.981108 -2.167953 0.677798 -0.04 -0.01 0.01
F -4.381728 -1.399238 2.138067 -0.02 -0.02 -0.05
C -3.778637 0.094844 0.388953 0.35 0.19 -0.12
O -4.758584 0.794513 0.216344 0.08 0.12 0.00
O -2.545882 0.410462 0.289959 -0.32 -0.23 0.50
```
Positions in Å, forces in eV/Å.

Record 4
Below is one molecule with the formula C5H11N at a distorted geometry, with properties calculated with wB97M-V/def2-TZVPD.

Computed properties:
* maximum force: 0.0387 hartree/bohr
* relative energy (zero: lowest compared OMol25 entry of this formula, charge and spin): 1.437 eV
* total charge: 0
* gap between HOMO and LUMO: 0.3640 Eh

Geometry as XYZ:
```
17
Properties=species:S:1:pos:R:3:forces:R:3
C -1.934793 0.028328 -0.536380 -1.56 -0.19 -1.08
C -0.299450 -0.914976 1.033361 0.52 -0.99 -0.94
C 0.507401 -0.106268 0.055860 -0.12 -0.21 0.56
C 1.773695 -0.669790 -0.557250 -0.01 1.53 -0.07
C 0.504798 1.377228 0.279831 1.59 -0.25 0.08
H -2.026967 0.200124 -1.680261 -0.21 0.05 1.98
H -2.800155 -0.637445 -0.178617 1.04 1.06 -0.73
H -1.996826 0.988223 0.047358 0.00 -0.74 -0.69
H -0.852515 -0.424967 1.808560 -0.20 0.44 0.31
H -0.044401 -1.954854 1.246933 0.18 0.32 0.16
H 2.646162 -0.532086 0.092578 -0.25 -0.10 0.08
H 1.621213 -1.695140 -0.763127 0.03 -1.12 -0.35
H 2.007797 -0.113803 -1.487509 -0.19 -0.42 0.28
H -0.358320 1.650387 0.840819 -0.37 0.62 0.41
H 0.553766 1.894289 -0.668917 -0.22 0.29 -0.30
H 1.440263 1.654572 0.818477 -0.74 -0.09 -0.11
N -0.741662 -0.743823 -0.351718 0.51 -0.19 0.43
```
Positions in Å, forces in eV/Å.

Record 5
Below is C24H16MnN6O2S as an isolated structure, with properties calculated with wB97M-V/def2-TZVPD.

Computed properties:
* maximum force: 0.0086 hartree/bohr
* total charge: +2
* 2S+1: 2
* <S²>: 0.82
* gap between HOMO and LUMO (spin up / spin down): 0.2498 / 0.2521 Eh

Geometry as XYZ:
```
50
Properties=species:S:1:pos:R:3:forces:R:3
Mn 0.034770 0.217434 0.506728 -0.29 -0.05 -0.18
N 3.808400 -0.620580 1.786671 0.11 0.01 -0.42
C 4.775549 -0.224304 0.799055 -0.25 -0.13 0.35
C 6.072903 0.023530 1.197027 0.13 0.06 -0.06
C 7.005821 0.444686 0.255589 -0.06 -0.03 0.06
C 6.621869 0.640311 -1.060021 -0.05 0.00 -0.03
C 5.304439 0.412715 -1.446228 0.11 0.04 0.01
C 4.384920 -0.039913 -0.516371 0.00 0.04 -0.21
S 2.753649 -0.484396 -1.042576 0.12 -0.05 0.29
N 1.911086 -0.319343 0.453189 0.30 0.18 -0.17
C 2.496577 -0.489422 1.603829 -0.13 -0.10 0.38
C 1.571736 -0.490968 2.789152 0.16 0.02 -0.31
C 1.931142 -0.804728 4.078771 -0.08 0.00 0.09
C 0.949092 -0.770777 5.067974 0.08 -0.01 0.01
C -0.344107 -0.420672 4.732862 -0.04 0.00 -0.07
C -0.629305 -0.121987 3.407605 0.12 -0.05 0.12
N 0.307261 -0.160271 2.460835 -0.13 0.16 -0.14
H 4.160904 -0.742890 2.721626 0.00 0.01 0.03
H 6.362497 -0.115045 2.231930 0.01 0.00 0.00
H 8.027349 0.622150 0.560444 0.00 0.00 -0.01
H 7.343638 0.967763 -1.794986 0.00 0.00 0.00
H 5.005347 0.563365 -2.475880 -0.01 0.00 0.01
H 2.941470 -1.086450 4.340122 0.00 0.00 0.00
H 1.206494 -1.018740 6.088862 -0.02 0.00 0.00
H -1.128750 -0.382118 5.474496 0.01 0.00 0.01
H -1.626259 0.153906 3.090553 0.00 0.02 0.01
O -2.859458 6.517755 -0.711541 0.00 -0.19 -0.04
N -3.664537 5.610555 -0.669519 0.11 0.11 0.19
O -4.860977 5.732630 -0.747107 0.05 0.00 -0.08
C -3.142036 4.222793 -0.463721 0.12 0.12 -0.06
C -4.087009 3.267803 -0.389371 0.06 -0.19 0.04
C -3.728740 1.895245 -0.175903 -0.20 0.12 -0.05
C -4.669421 0.849145 -0.120874 -0.05 0.00 0.00
C -4.236371 -0.438641 0.072723 0.10 0.00 0.00
C -2.866372 -0.673635 0.230536 -0.10 0.06 -0.06
N -1.965863 0.298986 0.188155 -0.06 0.08 0.22
C -2.389869 1.572318 -0.024740 0.16 -0.03 -0.03
C -1.381415 2.596596 -0.119190 -0.07 -0.14 0.00
N -0.099027 2.164367 0.005312 0.06 -0.27 0.23
C 0.893690 3.027408 -0.114777 -0.02 0.12 -0.07
C 0.655370 4.379790 -0.361274 0.01 -0.06 -0.01
C -0.633844 4.835425 -0.473096 -0.17 -0.04 0.00
C -1.720121 3.931991 -0.351128 -0.07 0.13 -0.07
H -5.126205 3.549987 -0.491972 0.01 -0.02 0.00
H -5.723480 1.068159 -0.238224 0.00 0.00 0.00
H -4.926297 -1.268994 0.107833 -0.01 0.00 0.00
H -2.493342 -1.678439 0.387590 0.00 0.00 0.03
H 1.898304 2.633582 -0.024022 0.00 0.00 0.02
H 1.488007 5.060242 -0.464685 0.00 0.00 0.00
H -0.825776 5.876175 -0.660565 -0.03 0.09 -0.01
```
Positions in Å, forces in eV/Å.